(1)
23
Properties=species:S:1:pos:R:3:forces:R:3 method="wB97M-V/def2-TZVPD" multiplicity=1 energy_ev=-20716.53611 e_lumo_ev=0.48 relative_energy_kcal_mol=3.6 orbital_gap_ev=10.93 smiles="O=C[C@H](O)[C@@H](O)[C@H](O)[C@H](O)C(=O)O"
O 2.439 3.176 -0.719 0.07 0.21 -0.19
C 2.246 2.341 0.117 -0.09 -0.44 0.23
C 1.891 0.915 -0.250 -0.40 0.00 0.36
O 1.856 0.777 -1.643 -0.07 0.09 -0.34
C 0.515 0.589 0.391 0.32 -0.24 -0.15
O -0.322 1.647 0.037 -0.08 0.26 -0.05
C 0.042 -0.789 -0.134 0.08 0.11 0.46
O -0.467 -0.712 -1.440 -0.16 -0.09 -0.15
C -1.041 -1.495 0.701 0.18 0.40 -0.14
O -1.280 -2.772 0.149 0.08 -0.40 -0.17
C -2.386 -0.735 0.782 0.79 -0.39 -0.09
O -2.476 0.422 1.099 -0.24 0.18 0.09
O -3.423 -1.499 0.519 -0.55 -0.24 -0.04
H 2.295 2.545 1.196 0.05 0.18 0.09
H 2.651 0.235 0.159 -0.06 0.09 0.03
H 1.895 1.681 -2.006 0.07 -0.09 0.03
H 0.645 0.522 1.485 0.06 -0.04 -0.10
H -1.214 1.482 0.395 0.16 -0.09 0.00
H 0.924 -1.457 -0.113 -0.20 0.07 0.13
H 0.143 -0.149 -1.945 -0.03 -0.08 0.01
H -0.689 -1.639 1.729 -0.03 0.07 -0.14
H -1.152 -2.687 -0.809 0.03 -0.01 0.01
H -3.091 -2.400 0.299 0.02 0.46 0.11

---

(2)
18
Properties=species:S:1:pos:R:3:forces:R:3 method="wB97M-V/def2-TZVPD" multiplicity=1 energy_ev=-19265.03200 e_lumo_ev=0.93 relative_energy_kcal_mol=46.1 orbital_gap_ev=9.33 smiles="C=C1S[C@H](C)O[C@@H]1C"
C -1.435 -2.140 0.138 -1.40 -0.59 0.94
C -0.497 -1.267 -0.107 0.74 1.04 -1.02
S 1.243 -1.710 -0.075 -1.96 1.34 -0.36
C 1.537 0.111 -0.336 -0.12 -0.34 -1.82
C 2.818 0.270 0.443 -1.11 0.58 1.58
O 0.427 0.930 0.024 1.18 -0.76 2.01
C -0.707 0.261 -0.425 -1.49 -0.60 -1.25
C -2.046 0.786 0.146 0.87 -0.81 1.81
H -1.169 -3.145 0.425 -0.01 -0.22 -0.14
H -2.491 -1.884 0.286 0.43 0.06 -0.42
H 1.494 0.287 -1.487 1.31 -0.56 1.66
H 2.699 0.194 1.562 -0.59 0.00 -1.13
H 3.209 1.222 0.290 1.21 1.62 -0.47
H 3.500 -0.518 0.232 0.70 -0.40 -0.68
H -0.761 0.556 -1.549 0.03 -1.33 1.26
H -2.835 0.704 -0.556 -0.70 -0.21 -0.74
H -1.948 1.796 0.429 0.34 1.60 -0.24
H -2.394 0.380 1.133 0.59 -0.42 -0.99

---

(3)
18
Properties=species:S:1:pos:R:3:forces:R:3 method="wB97M-V/def2-TZVPD" multiplicity=1 energy_ev=-19264.10451 e_lumo_ev=0.73 relative_energy_kcal_mol=67.5 orbital_gap_ev=10.08 smiles="C=CSC(=O)C(C)C"
C -2.800 -0.918 -0.748 2.24 1.84 -0.79
C -1.957 -0.590 0.275 -1.51 -2.15 1.17
S -1.170 1.027 0.231 -0.61 -0.47 0.49
C 0.574 0.734 0.078 -0.41 -1.79 -1.05
O 1.320 1.649 0.073 0.71 2.04 0.44
C 1.105 -0.663 -0.205 0.27 0.01 1.92
C 1.340 -1.265 1.235 1.60 -1.69 1.48
C 2.375 -0.496 -1.127 -3.28 -1.51 -1.69
H -2.647 -0.184 -1.626 -0.85 -1.35 1.25
H -3.409 -1.814 -0.935 0.35 0.49 0.65
H -1.918 -1.276 1.280 0.07 1.94 -2.56
H 0.284 -1.272 -0.642 0.91 0.30 -0.25
H 0.355 -1.779 1.693 2.33 1.18 -1.11
H 2.255 -2.203 1.105 -2.84 2.90 0.71
H 1.711 -0.418 2.037 -0.71 -2.31 -2.09
H 2.831 -1.504 -1.234 -0.25 0.67 -0.23
H 1.741 -0.219 -2.083 2.18 -0.45 1.16
H 3.132 0.237 -0.918 -0.21 0.37 0.49

---

(4)
18
Properties=species:S:1:pos:R:3:forces:R:3 method="wB97M-V/def2-TZVPD" multiplicity=1 energy_ev=-19262.30306 e_lumo_ev=-0.34 relative_energy_kcal_mol=109.0 orbital_gap_ev=8.13
C 0.220 0.511 0.674 -0.43 -0.16 -0.78
C -1.165 -0.118 0.509 -0.06 1.22 -2.69
C -1.068 -0.960 -0.850 -0.76 0.96 0.46
C 0.561 -0.985 -1.201 -2.98 3.09 2.88
C 1.078 -0.647 0.327 1.56 -4.04 -1.06
C 0.393 1.588 -0.398 -1.50 1.50 -0.52
H 1.140 0.277 2.705 -3.24 3.70 -3.32
H -1.479 -0.665 1.352 -0.15 -0.72 1.06
H -1.886 0.693 0.277 0.10 -0.51 0.71
H -1.428 -0.130 -1.611 -0.22 -2.84 1.05
H -1.736 -1.934 -0.624 1.80 1.95 -1.39
H 0.811 -1.768 -1.873 0.86 -0.71 -0.01
H 2.205 -0.554 0.451 -1.40 0.18 -0.28
H 0.718 -1.591 0.932 0.89 1.71 -0.77
H -0.695 2.126 -0.246 2.96 -0.53 -1.22
H 1.282 2.298 -0.250 -1.56 -1.10 0.03
O 0.380 1.169 1.885 3.62 -3.66 4.37
S 0.670 0.692 -2.059 0.52 -0.03 1.47

---

(5)
17
Properties=species:S:1:pos:R:3:forces:R:3 method="wB97M-V/def2-TZVPD" multiplicity=1 energy_ev=-17216.36751 e_lumo_ev=0.52 relative_energy_kcal_mol=75.1 orbital_gap_ev=8.73 smiles=C[C@@]12CC[C@]1(C)S2
C -0.784 0.297 -1.849 2.91 0.51 1.50
C -0.622 -0.318 -0.424 -0.75 3.66 0.12
C 0.053 -1.628 -0.201 1.07 0.24 0.15
C 0.769 -1.014 1.021 -0.24 -1.58 1.58
C 0.147 0.315 0.743 -4.32 -2.08 -0.39
C 0.484 1.663 1.084 1.90 2.95 -2.28
S -2.090 0.051 0.806 2.87 -0.59 -0.69
H -1.498 1.100 -1.883 -0.29 0.19 0.06
H -1.086 -0.538 -2.430 -0.22 -0.43 -1.12
H 0.281 0.735 -2.184 -2.30 -1.16 0.46
H 0.576 -2.069 -1.031 0.76 0.37 -0.44
H -0.563 -2.389 0.138 -1.55 -1.37 0.49
H 0.421 -1.643 1.900 0.52 1.39 -0.43
H 1.840 -0.914 1.113 0.54 -0.27 -0.44
H -0.265 2.457 0.883 0.19 -0.95 -0.37
H 1.365 1.845 0.360 -1.04 0.20 0.42
H 0.972 2.051 1.955 -0.05 -1.09 1.38

---

(6)
17
Properties=species:S:1:pos:R:3:forces:R:3 method="wB97M-V/def2-TZVPD" multiplicity=1 energy_ev=-17216.57673 e_lumo_ev=0.93 relative_energy_kcal_mol=70.3 orbital_gap_ev=9.53 smiles=C#CC(C)(C)SC
C -1.292 1.975 -0.537 -0.55 1.18 -0.18
C -1.045 0.817 -0.382 0.98 0.21 -0.65
C -0.257 -0.396 -0.254 -1.16 -0.67 0.77
C -0.674 -1.509 -1.191 1.49 -0.47 -1.88
C -0.531 -0.937 1.189 -3.54 -0.93 -2.30
S 1.454 -0.065 -0.691 0.26 0.11 -0.42
C 1.955 1.233 0.444 -1.05 0.73 0.01
H -1.469 3.016 -0.727 -0.20 -0.39 0.16
H -0.023 -2.397 -0.856 -1.18 1.04 -1.22
H -0.671 -1.249 -2.323 0.87 -0.42 1.85
H -1.699 -1.684 -1.070 -1.52 -0.73 0.74
H -0.636 -2.033 1.186 0.51 0.36 0.04
H 0.216 -0.617 1.781 2.28 1.02 2.61
H -1.563 -0.573 1.496 1.44 -0.21 -0.04
H 1.187 2.084 0.586 1.12 -1.54 -0.25
H 2.857 1.642 0.001 0.13 0.12 0.13
H 2.192 0.692 1.348 0.11 0.57 0.62

---

(7)
19
Properties=species:S:1:pos:R:3:forces:R:3 method="wB97M-V/def2-TZVPD" multiplicity=1 charge=+1 energy_ev=-77923.89057 e_lumo_ev=-3.89 relative_energy_kcal_mol=52.5 orbital_gap_ev=9.45 smiles="C=C/C=C(/Br)[NH+](C)C"
C -1.855 -1.640 0.370 3.71 -0.68 -0.16
C -0.722 -2.115 -0.318 -2.32 2.61 3.07
C 0.703 -1.751 -0.141 -1.88 1.45 0.23
C 1.060 -0.448 -0.007 2.06 -3.08 0.01
Br 2.916 -0.023 0.061 -0.52 0.14 0.05
N 0.164 0.675 -0.023 0.59 -1.44 -0.21
C 0.222 1.501 1.177 0.08 -1.23 1.60
C 0.445 1.548 -1.154 -3.60 0.72 -2.01
H -2.801 -2.037 0.123 -0.89 -0.30 -0.36
H -1.821 -1.063 1.334 0.23 -0.37 -1.22
H -0.850 -2.852 -1.032 -0.55 -1.29 -1.49
H 1.299 -2.664 -0.225 0.77 0.98 0.15
H -0.772 0.264 -0.160 -0.06 -0.02 0.25
H 1.168 1.960 1.319 1.32 -0.44 0.08
H -0.320 2.313 0.895 -2.36 2.32 -0.03
H -0.124 0.991 2.086 0.05 0.16 -0.53
H -0.547 2.102 -1.315 1.58 -0.39 0.11
H 1.196 2.211 -0.908 1.59 1.30 0.37
H 0.640 1.030 -2.082 0.22 -0.43 0.09

---

(8)
18
Properties=species:S:1:pos:R:3:forces:R:3 method="wB97M-V/def2-TZVPD" multiplicity=1 energy_ev=-18917.24751 e_lumo_ev=-0.99 relative_energy_kcal_mol=122.5 orbital_gap_ev=8.10
C 0.704 -0.581 0.433 1.87 -0.88 -0.63
C 2.703 1.849 -0.014 0.45 -0.18 -0.07
C -1.344 -1.558 -0.550 -0.84 -0.43 2.47
C -1.007 1.054 -0.494 0.23 0.99 -3.17
C -0.210 -0.439 1.591 -1.14 -0.36 -1.39
C -0.674 -0.300 0.045 -0.11 -0.53 1.62
Cl 2.823 2.660 -1.494 -0.04 -0.08 0.02
H 1.400 0.241 0.134 -0.26 -1.08 0.78
H 3.390 0.971 -0.157 -0.24 0.41 0.06
H -2.253 -1.317 -1.129 0.65 -0.35 -0.08
H -1.703 -2.170 0.380 0.41 0.83 -1.81
H -0.572 -2.199 -1.022 -0.83 0.49 -0.35
H -1.960 1.432 -0.292 -1.87 0.12 1.22
H -0.398 1.996 -0.357 0.25 -1.59 0.25
H -1.186 0.977 -1.636 0.93 -0.06 1.32
H -0.154 0.424 2.219 -0.10 0.42 0.13
H -0.549 -1.377 2.065 0.33 0.72 -0.20
H 0.991 -1.663 0.278 0.32 1.55 -0.14